#A
22
Properties=species:S:1:pos:R:3:lowdin_charge:R:1 method="wB97M-V/def2-TZVPD" smiles="O=C(NO)C1=C2CC[C@@H](C2)C1" homo_energy_ev="-8.58 / -8.58"
O -0.698 0.470 -2.624 0.04
C -0.325 -0.373 -1.803 -0.44
N -0.909 -1.612 -1.951 0.02
O -1.497 -1.951 -3.192 -0.03
C 0.554 -0.155 -0.688 -0.16
C 0.518 -0.801 0.545 -0.12
C -0.871 -0.741 1.255 -0.05
C -0.701 0.858 1.578 -0.09
C 0.737 1.231 1.078 -0.29
C 1.396 -0.060 1.460 -0.17
C 1.110 1.170 -0.453 -0.07
H -0.520 -2.534 -1.708 0.16
H -1.634 -1.090 -3.645 0.10
H -1.695 -0.744 0.435 0.13
H -1.032 -1.255 2.205 0.10
H -1.377 1.509 1.088 0.10
H -0.790 0.988 2.614 0.09
H 1.154 2.131 1.492 0.13
H 1.383 -0.253 2.577 0.14
H 2.496 0.056 1.214 0.13
H 2.240 1.178 -0.499 0.14
H 0.461 1.979 -0.976 0.16

***

#B
22
Properties=species:S:1:pos:R:3:lowdin_charge:R:1 method="wB97M-V/def2-TZVPD" smiles="CC1(C)CCC(=O)[C@@]1(O)C#N" homo_energy_ev=-10.01
C -1.277 -0.431 1.232 0.03
C -0.471 0.256 0.036 -0.47
C -1.160 1.636 -0.110 -0.03
C -0.422 -0.432 -1.306 -0.14
C 0.554 -1.605 -1.087 -0.05
C 1.599 -1.114 -0.073 -0.28
O 2.473 -1.692 0.502 0.14
C 0.973 0.331 0.425 -0.37
O 1.277 0.584 1.837 0.01
C 1.701 1.243 -0.408 -0.15
N 2.262 1.706 -1.292 0.22
H -0.754 -0.431 2.175 0.08
H -1.610 -1.374 0.848 0.07
H -2.123 0.225 1.248 0.06
H -1.056 2.118 0.857 0.10
H -2.178 1.566 -0.271 0.06
H -0.899 2.360 -0.855 0.08
H -0.003 0.349 -1.914 0.11
H -1.388 -0.698 -1.775 0.14
H 0.855 -2.013 -2.040 0.12
H 0.096 -2.309 -0.247 0.17
H 1.551 -0.275 2.220 0.11

***

Here is how they stack up, most stable first: #B, #A.

***

#A
16
Properties=species:S:1:pos:R:3:lowdin_charge:R:1 method="wB97M-V/def2-TZVPD" homo_energy_ev=-4.69 charge=-1
N 2.000 -0.427 -0.752 -0.01
C 0.795 -1.284 -0.472 -0.47
O -0.177 -0.634 0.225 -0.26
H 2.481 -0.298 0.132 0.04
H 1.832 0.526 -1.057 0.03
H 1.113 -2.291 0.035 0.11
H 0.485 -1.826 -1.365 0.07
H -0.460 1.331 -1.720 -0.02
H -0.510 0.435 -0.423 -0.01
O -0.961 1.385 -0.897 -0.23
H -2.227 3.367 0.993 0.01
H -1.569 3.010 -0.283 -0.01
O -1.834 3.812 0.235 -0.12
H -0.247 -1.581 1.693 0.00
H -0.581 -3.055 1.519 0.01
O -0.138 -2.470 2.137 -0.14

***

#B
16
Properties=species:S:1:pos:R:3:lowdin_charge:R:1 method="wB97M-V/def2-TZVPD" homo_energy_ev=-4.05 charge=-1
N -1.335 -1.844 -0.047 -0.03
C -1.088 -0.588 -0.573 -0.49
O -0.057 0.087 0.171 -0.39
H -0.595 -2.544 -0.318 0.08
H -1.214 -1.914 0.934 0.03
H -0.969 -0.669 -1.743 0.13
H -1.873 0.142 -0.292 0.09
H 2.287 0.593 -1.272 0.04
H 1.524 -0.072 -0.139 -0.07
O 2.443 0.050 -0.430 -0.16
H 0.184 1.439 -0.964 0.00
H -0.145 2.854 -1.426 0.02
O 0.138 2.002 -1.799 -0.13
H -0.341 0.024 2.099 -0.02
H 1.004 0.125 2.851 0.04
O 0.039 0.314 2.949 -0.13

***

Here is how they stack up, most stable first: #A, #B.

***

#A
16
Properties=species:S:1:pos:R:3:lowdin_charge:R:1 method="wB97M-V/def2-TZVPD" homo_energy_ev=-12.23 charge=+1
N -0.190 -1.166 1.008 0.19
C -0.665 0.268 0.924 -0.19
C 0.037 0.951 -0.241 -0.63
S -0.003 2.726 -0.314 0.50
S -1.529 3.033 -1.696 0.37
H 0.543 -1.331 0.300 0.09
H 0.211 -1.415 1.914 0.18
H -0.892 -1.839 0.711 0.17
H -1.734 0.224 0.775 0.13
H -0.450 0.740 1.860 0.12
H -0.296 0.448 -1.153 0.08
H 1.090 0.652 -0.201 0.07
H -2.289 3.704 -0.827 -0.19
H 1.872 -2.849 -1.587 0.08
H 2.578 -1.877 -0.644 0.07
O 1.717 -2.269 -0.831 -0.04

***

#B
16
Properties=species:S:1:pos:R:3:lowdin_charge:R:1 method="wB97M-V/def2-TZVPD" homo_energy_ev=-12.32 charge=+1
C -0.362 0.787 -0.221 -0.26
O -1.398 0.489 0.692 -0.08
C 0.906 0.728 0.609 -0.11
N 2.090 1.106 -0.245 0.20
H -0.483 1.793 -0.623 0.13
H -0.324 0.031 -1.008 0.09
H -2.243 0.584 0.234 0.12
H 0.870 1.396 1.464 0.15
H 1.096 -0.274 0.988 0.14
H 1.981 2.046 -0.625 0.17
H 2.187 0.476 -1.043 0.18
H 2.977 1.085 0.274 0.18
S -1.577 -2.563 -1.213 0.25
S -1.355 -3.031 0.804 0.28
H -2.875 -2.883 -1.324 -0.19
H -1.491 -1.769 1.238 -0.24

***

Here is how they stack up, most stable first: #A, #B.

***

#A
44
Properties=species:S:1:pos:R:3:lowdin_charge:R:1 method="wB97M-V/def2-TZVPD" homo_energy_ev=-6.18 charge=-1
C 0.429 -0.366 0.203 -0.27
O 1.157 -1.033 -0.737 -0.43
H -0.181 -1.088 0.674 0.06
H -0.226 0.392 -0.519 0.11
H 1.049 0.312 0.906 0.08
O -1.611 3.032 -1.709 -0.11
H -1.871 2.141 -2.169 0.04
H -2.411 3.441 -1.394 0.01
O -1.750 -0.085 2.724 -0.06
H -1.404 -0.061 1.876 -0.06
H -1.120 0.559 3.184 0.10
O 2.732 -1.949 -2.572 0.01
H 2.195 -1.650 -1.834 -0.03
H 2.953 -2.770 -2.547 -0.09
O 1.141 1.418 -2.306 -0.02
H 0.304 1.876 -2.241 0.01
H 1.135 0.924 -1.508 -0.04
O 0.615 -3.652 -0.259 0.01
H 0.422 -3.914 -1.162 0.05
H 0.706 -2.814 -0.449 -0.13
O -3.104 0.526 0.408 -0.04
H -3.970 0.249 0.307 -0.01
H -2.748 0.210 -0.456 0.01
O -2.420 0.444 -2.302 -0.15
H -3.286 0.241 -2.528 0.00
H -1.655 -0.410 -2.231 0.11
O 3.532 -0.511 0.846 -0.11
H 2.658 -0.972 0.454 0.07
H 3.649 -0.876 1.725 0.01
O 1.816 0.475 3.349 -0.09
H 1.610 -0.243 2.709 0.02
H 2.302 1.070 2.739 0.04
O -0.888 -1.725 -2.253 0.05
H -0.184 -1.450 -1.630 0.01
H -1.430 -2.049 -1.673 -0.03
O -2.229 -2.788 2.804 -0.11
H -1.870 -1.910 2.893 -0.04
H -1.785 -3.311 2.056 0.06
O 2.095 2.973 0.148 -0.02
H 1.694 2.511 -0.563 -0.01
H 2.529 3.746 -0.211 0.05
O -0.193 3.218 2.070 -0.10
H 0.603 3.106 1.449 0.03
H -0.977 2.770 1.739 0.01

***

#B
44
Properties=species:S:1:pos:R:3:lowdin_charge:R:1 method="wB97M-V/def2-TZVPD" homo_energy_ev=-5.35 charge=-1
C -0.414 0.371 -0.021 -0.33
O -0.174 1.165 1.011 -0.34
H -1.180 0.753 -0.704 0.09
H -0.438 -0.721 0.373 0.08
H 0.564 0.001 -0.392 0.07
O -2.280 -3.240 -1.835 -0.18
H -2.243 -4.144 -1.324 0.08
H -1.368 -2.836 -1.481 0.05
O 1.082 -0.592 -3.120 -0.06
H 0.491 -0.509 -3.855 0.05
H 0.967 0.085 -2.452 -0.07
O 2.212 0.329 1.555 -0.09
H 1.288 0.551 1.555 -0.05
H 2.655 1.002 2.171 0.12
O -3.196 2.115 -1.893 -0.10
H -3.318 1.184 -2.072 0.00
H -2.591 2.369 -1.181 -0.22
O -2.786 -0.902 1.455 -0.06
H -1.943 -0.655 0.964 0.02
H -3.382 -0.985 0.730 0.03
O 1.115 1.552 -2.291 -0.14
H 0.481 1.965 -1.621 0.09
H 1.943 1.007 -1.859 0.10
O 0.528 -2.843 -1.493 -0.04
H 0.804 -2.213 -2.210 0.06
H 1.277 -3.354 -1.553 0.03
O -0.105 0.396 3.431 -0.11
H -0.139 -0.534 3.403 -0.24
H 0.055 0.433 2.445 -0.02
O -1.982 2.623 -0.171 0.00
H -1.244 1.951 -0.140 0.02
H -2.532 2.206 0.564 0.15
O 1.256 -2.349 0.946 -0.09
H 0.790 -2.477 0.041 0.02
H 1.734 -1.528 0.968 -0.01
O 1.595 2.867 0.893 -0.04
H 1.137 2.136 0.745 -0.13
H 1.387 3.185 1.813 0.09
O 3.189 1.435 -0.863 -0.08
H 3.748 2.215 -0.656 0.08
H 3.032 1.140 0.054 0.01
O -0.559 -1.613 3.109 0.01
H -1.451 -1.631 2.567 0.11
H -0.007 -1.910 2.394 0.02

***

Here is how they stack up, most stable first: #A, #B.

***

#A
29
Properties=species:S:1:pos:R:3:lowdin_charge:R:1 method="wB97M-V/def2-TZVPD" smiles=CC(C)(C)C.c1ccccc1 homo_energy_ev=-7.77
C -2.232 -0.878 1.251 -0.12
C -1.931 0.053 0.216 -0.68
C -0.562 -0.292 -0.424 -0.15
C -2.074 1.478 0.658 -0.07
C -2.750 -0.321 -1.160 -0.06
H -2.191 -1.942 1.113 0.09
H -1.757 -0.730 2.204 0.09
H -3.108 -0.569 1.697 0.05
H -0.677 0.289 -1.427 0.07
H 0.395 0.192 0.297 0.19
H -0.177 -1.176 -0.732 0.04
H -2.258 2.186 -0.301 0.13
H -1.264 1.835 1.400 0.10
H -3.032 1.407 1.418 0.12
H -3.781 0.257 -1.287 0.10
H -1.980 -0.015 -2.121 0.12
H -2.729 -1.506 -1.037 0.11
C 2.026 -1.206 -0.395 -0.09
C 3.242 -1.169 0.371 -0.06
C 3.831 0.050 0.637 -0.10
C 3.242 1.215 0.153 -0.08
C 2.130 1.088 -0.574 -0.14
C 1.485 -0.042 -0.914 -0.27
H 1.657 -2.152 -0.619 0.08
H 3.559 -2.113 0.865 0.11
H 4.719 0.205 1.165 0.08
H 3.724 2.072 0.396 0.08
H 1.789 1.946 -1.091 0.11
H 0.704 -0.162 -1.756 0.14

***

#B
29
Properties=species:S:1:pos:R:3:lowdin_charge:R:1 method="wB97M-V/def2-TZVPD" smiles=Cc1ccccc1.CC(C)C homo_energy_ev=-8.94
C 0.926 0.369 3.249 -0.04
C -0.379 0.350 2.501 -0.29
C -0.578 -0.304 1.319 -0.07
C -1.745 -0.197 0.536 -0.09
C -2.747 0.665 0.943 -0.09
C -2.590 1.327 2.177 -0.10
C -1.509 1.074 2.987 -0.05
H 1.001 -0.684 3.558 0.09
H 0.973 1.067 4.075 0.07
H 1.681 0.609 2.489 0.08
H 0.219 -0.795 0.759 0.10
H -1.720 -0.659 -0.437 0.09
H -3.625 0.859 0.342 0.10
H -3.445 1.832 2.615 0.10
H -1.491 1.370 4.028 0.11
C 1.283 0.164 -4.071 -0.08
C 1.339 -0.714 -2.798 -0.47
C 1.877 -2.114 -3.172 -0.08
C 2.238 -0.112 -1.717 -0.11
H 0.293 0.533 -4.377 0.07
H 1.936 -0.257 -4.818 0.06
H 1.497 1.201 -3.704 0.08
H 0.343 -0.757 -2.365 0.11
H 2.298 -2.152 -4.178 0.06
H 2.594 -2.518 -2.454 0.07
H 1.004 -2.782 -3.166 0.07
H 1.785 0.787 -1.270 0.08
H 2.379 -0.785 -0.866 0.06
H 3.210 0.182 -2.107 0.08

***

Here is how they stack up, most stable first: #B, #A.